Entry 1:
Here is 3 unconnected molecules or ions with the total composition C19H29N3O3PS in a non-equilibrium geometry from the Open Molecules 2025 dataset. Energies are from the ωB97M-V functional and the def2-TZVPD basis.

Geometry as XYZ:
```
56
C19H29N3O3PS | the Open Molecules 2025 dataset | the ωB97M-V functional and the def2-TZVPD basis
C 4.345 -1.752 0.775
C 3.441 -2.044 -0.498
N 2.067 -1.506 -0.362
C 1.823 -0.343 -1.026
C 0.496 0.317 -0.981
C -0.549 -0.276 -0.185
C -1.950 0.378 -0.120
C -0.206 -1.534 0.532
C -1.354 -2.134 1.408
C -2.465 -2.848 0.525
C -2.049 -3.162 -0.949
O -3.701 -2.124 0.460
C 1.123 -2.158 0.414
P 1.362 -3.745 1.361
O 1.250 -3.373 2.983
O 2.830 -4.471 1.180
S 0.018 -5.089 0.965
H 4.361 -2.603 1.493
H 3.974 -0.842 1.317
H 5.407 -1.569 0.467
H 3.471 -3.120 -0.794
H 3.947 -1.496 -1.335
H 2.633 0.109 -1.634
H 0.350 1.259 -1.548
H -2.288 0.571 0.928
H -1.857 1.364 -0.653
H -2.714 -0.210 -0.692
H -1.858 -1.250 1.888
H -0.950 -2.758 2.233
H -2.706 -3.831 1.017
H -2.223 -2.290 -1.630
H -2.727 -3.975 -1.324
H -1.011 -3.540 -1.071
H -3.857 -1.629 1.281
H 2.028 -3.798 3.406
H 2.865 -4.923 0.314
N 2.251 2.011 1.616
C 2.987 2.922 0.900
C 3.088 4.066 1.647
C 2.398 3.839 2.864
C 1.897 2.565 2.820
H 2.014 1.088 1.300
H 3.372 2.677 -0.077
H 3.604 4.966 1.353
H 2.284 4.532 3.682
H 1.317 2.005 3.537
N -4.869 4.177 -2.502
C -4.153 5.070 -3.252
C -2.990 4.459 -3.643
C -3.007 3.144 -3.112
C -4.180 2.999 -2.416
H -5.763 4.358 -2.080
H -4.532 6.061 -3.442
H -2.215 4.906 -4.244
H -2.245 2.388 -3.229
H -4.582 2.163 -1.867
```

Computed properties:
- electronic energy (hartree) = -1870.67655
- charge = +1
- HOMO energy (eV) = -10.25



Entry 2:
Here is a molecular structure, C18H27BeF5GeO3Se in a non-equilibrium geometry from the Open Molecules 2025 dataset. Energies are from the ωB97M-V functional and the def2-TZVPD basis.

Geometry as XYZ:
```
56
C18H27BeF5GeO3Se | the Open Molecules 2025 dataset | the ωB97M-V functional and the def2-TZVPD basis
Be -0.059 -0.035 -0.309
C 1.121 3.118 -2.490
C 0.370 2.730 -1.213
C 1.101 3.270 0.012
C -1.069 3.243 -1.255
O 0.357 1.309 -1.150
Ge 0.034 -0.006 -2.642
O 0.940 -1.004 -1.094
C 2.163 -1.737 -1.181
C 2.284 -2.643 0.041
C 2.087 -2.570 -2.461
C 3.332 -0.753 -1.252
O -1.377 -0.348 -1.242
C -2.600 -1.064 -1.368
C -3.256 -0.602 -2.670
C -3.513 -0.726 -0.191
C -2.304 -2.563 -1.390
H 1.121 4.195 -2.624
H 2.151 2.768 -2.434
H 0.641 2.655 -3.356
H 1.149 4.354 -0.028
H 0.572 2.983 0.920
H 2.116 2.880 0.056
H -1.095 4.325 -1.334
H -1.592 2.814 -2.111
H -1.590 2.947 -0.345
H 1.435 -3.319 0.100
H 3.193 -3.234 -0.024
H 2.321 -2.047 0.948
H 1.250 -3.265 -2.402
H 1.933 -1.911 -3.321
H 3.003 -3.131 -2.615
H 3.361 -0.143 -0.353
H 4.277 -1.280 -1.346
H 3.209 -0.095 -2.115
H -3.493 0.458 -2.601
H -2.569 -0.755 -3.505
H -4.168 -1.156 -2.862
H -3.596 0.353 -0.057
H -4.507 -1.129 -0.366
H -3.133 -1.164 0.734
H -1.654 -2.806 -2.230
H -1.800 -2.846 -0.468
H -3.221 -3.138 -1.475
F 0.785 -0.026 7.432
C 0.478 0.027 6.147
C 0.195 1.262 5.552
F 0.242 2.382 6.258
C -0.162 1.290 4.213
F -0.458 2.440 3.603
C -0.220 0.130 3.441
Se -0.984 0.320 1.710
C 0.083 -1.089 4.044
F 0.008 -2.202 3.313
C 0.425 -1.150 5.392
F 0.684 -2.317 5.966
```

Computed properties:
- electronic energy (hartree) = -5920.09788
- charge = +1
- multiplicity = 2
- HOMO energy (alpha / beta) (eV) = -12.68 / -12.71



Entry 3:
Here is C4H4N4 in the gas phase in a non-equilibrium geometry from the Open Molecules 2025 dataset. Energies are from the ωB97M-V functional and the def2-TZVPD basis.

Geometry as XYZ:
```
12
C4H4N4 | the Open Molecules 2025 dataset | the ωB97M-V functional and the def2-TZVPD basis
C -0.610 -1.509 -0.026
N 0.198 -0.577 0.256
C 0.252 0.725 0.072
C 1.406 1.512 0.024
N 2.676 1.188 0.107
N 3.210 0.118 -0.290
C 4.373 -0.354 -0.013
N 5.336 -0.989 0.097
H -0.472 -2.464 0.458
H -1.388 -1.426 -0.777
H -0.664 1.300 0.191
H 1.248 2.578 0.111
```

Computed properties:
- electronic energy (hartree) = -373.68846
- ΔE to the lowest compared entry with this formula, charge and spin (kJ/mol) = 410.7
- SMILES string = C=N/C=C\N=N\C#N
- HOMO energy (eV) = -8.69



Entry 4:
Here is C13H14S in the gas phase in a non-equilibrium geometry from the Open Molecules 2025 dataset. Energies are from the ωB97M-V functional and the def2-TZVPD basis.

Geometry as XYZ:
```
28
C13H14S | the Open Molecules 2025 dataset | the ωB97M-V functional and the def2-TZVPD basis
C -0.153 0.134 -0.741
C -0.175 -1.032 -0.198
C -1.371 -1.843 0.321
C -2.645 -1.647 -0.560
C -3.466 -0.463 -0.312
C -4.236 0.427 -0.144
C -5.206 1.503 -0.133
S 1.348 -1.892 0.370
C 2.576 -0.547 0.356
C 2.739 0.148 1.521
C 3.622 1.248 1.492
C 4.475 1.483 0.421
C 4.389 0.704 -0.746
C 3.402 -0.260 -0.784
H -1.038 0.709 -0.762
H 0.804 0.449 -1.014
H -1.416 -1.502 1.316
H -1.085 -2.836 0.359
H -2.325 -1.619 -1.628
H -3.326 -2.456 -0.417
H -5.978 1.162 0.552
H -5.646 1.661 -1.162
H -4.825 2.452 0.166
H 2.050 -0.162 2.384
H 3.800 1.747 2.385
H 5.158 2.337 0.352
H 4.951 0.886 -1.597
H 3.577 -0.790 -1.799
```

Computed properties:
- electronic energy (hartree) = -901.82019
- ΔE to the lowest compared entry with this formula, charge and spin (kJ/mol) = 150.1
- SMILES string = C=C(CCC#CC)Sc1ccccc1
- HOMO energy (eV) = -8.47